No. 1
CHClN4O | ωB97M-V/def2-TZVPD

E, eV: -21579.4801
SMILES string: OC1(Cl)N=NN=N1
Orbital gap, eV: 9.328

Cartesian coordinates (Å):
Cl  0.9414  -1.7636  -0.2230
O  -1.3802  -0.7250  0.4527
N  0.9547  1.6351  0.5536
N  0.8042  0.5487  1.0390
N  0.2663  1.6220  -0.7784
N  -0.0861  0.5127  -1.0656
C  0.1496  -0.3294  0.1087
H  -1.6498  -1.5006  -0.0871

In the natural (NBO) picture, each atom carries the following charge in e: number 1, Cl, carries 0.107; number 2, O, carries -0.694; number 3, N, carries 0.042; number 4, N, carries -0.135; number 5, N, carries -0.013; number 6, N, carries -0.111; number 7, C, carries 0.315; number 8, H, carries 0.489

No. 2
CHClN4O | ωB97M-V/def2-TZVPD

E, eV: -21579.8622
SMILES string: OC1(Cl)N=NN=N1
Orbital gap, eV: 9.352

Cartesian coordinates (Å):
Cl  0.5262  2.0594  -0.2926
O  -1.4874  0.4876  0.5238
N  0.8278  -0.2164  1.0542
N  0.8745  -1.2790  -0.8444
N  1.3812  -1.1428  0.4929
N  0.0735  -0.3957  -1.0443
C  -0.0405  0.4089  0.1335
H  -2.1554  0.0778  -0.0231

In the natural (NBO) picture, each atom carries the following charge in e: number 1, Cl, carries 0.043; number 2, O, carries -0.694; number 3, N, carries -0.132; number 4, N, carries 0.000; number 5, N, carries 0.014; number 6, N, carries -0.139; number 7, C, carries 0.397; number 8, H, carries 0.509

No. 3
CHClN4OP | ωB97M-V/def2-TZVPD

E, eV: -30869.3363
Total charge: -1
2S+1: 3
Orbital gap (alpha / beta), eV: 7.269 / 5.875

Cartesian coordinates (Å):
Cl  1.1134  -2.1829  -0.3524
P  -0.0358  -1.2064  0.8511
O  -2.2709  -1.9156  -0.4575
N  1.0906  2.0402  -0.9518
N  0.7425  1.3670  1.0586
N  1.2519  2.4113  0.3266
N  0.5436  0.8552  -1.0567
C  0.3964  0.4425  0.1950
H  -2.8316  -1.8114  0.3872

In the natural (NBO) picture, each atom carries the following charge in e: number 1, Cl, carries -0.270; number 2, P, carries 0.540; number 3, O, carries -0.479; number 4, N, carries -0.153; number 5, N, carries -0.378; number 6, N, carries -0.185; number 7, N, carries -0.363; number 8, C, carries -0.127; number 9, H, carries 0.414

No. 4
CHClO2PS | ωB97M-V/def2-TZVPD

E, eV: -37796.4859
Total charge: -1
Orbital gap, eV: 5.388

Cartesian coordinates (Å):
Cl  -3.6441  -0.1402  -0.1999
S  -0.0755  1.9021  -0.0683
P  1.3247  -0.5575  -0.2023
O  2.3380  0.4139  -0.6000
O  1.4553  -1.9224  0.2662
C  -0.2474  0.3241  0.2530
H  -1.1510  -0.0200  0.5513

In the natural (NBO) picture, each atom carries the following charge in e: number 1, Cl, carries -0.969; number 2, S, carries 0.220; number 3, P, carries 2.168; number 4, O, carries -1.004; number 5, O, carries -1.000; number 6, C, carries -0.688; number 7, H, carries 0.272

No. 5
CHClO2PS | ωB97M-V/def2-TZVPD

E, eV: -37798.1939
SMILES string: O=[P@@]([O-])(Cl)C=S
Total charge: -1
Orbital gap (alpha / beta), eV: 7.812 / 7.811

Cartesian coordinates (Å):
Cl  -0.1027  2.1623  0.5331
S  0.8761  -1.1922  -0.5762
P  1.6661  1.3273  0.9723
O  1.4101  0.5037  2.1790
O  2.8458  2.2732  0.8786
C  1.8050  0.2032  -0.5294
H  2.5434  0.1671  -1.3362

In the natural (NBO) picture, each atom carries the following charge in e: number 1, Cl, carries -0.374; number 2, S, carries -0.024; number 3, P, carries 2.065; number 4, O, carries -1.123; number 5, O, carries -1.131; number 6, C, carries -0.615; number 7, H, carries 0.203

No. 6
CHClO3 | ωB97M-V/def2-TZVPD

E, eV: -19711.9124
Orbital gap (alpha / beta), eV: 7.312 / 10.193

Cartesian coordinates (Å):
Cl  1.3643  0.9065  1.8039
O  -1.2013  0.7172  1.1155
O  0.7650  -0.9319  -0.6943
O  -0.4003  -1.0524  -1.3872
C  -0.0459  0.6141  1.1059
H  -0.4818  -0.2534  -1.9438

In the natural (NBO) picture, each atom carries the following charge in e: number 1, Cl, carries 0.152; number 2, O, carries -0.436; number 3, O, carries -0.246; number 4, O, carries -0.386; number 5, C, carries 0.466; number 6, H, carries 0.450

Question: Among the records above, which one has the highest E?
Answer: CHClO3

Question: E of number 6 (CHClO3)?
Answer: -19711.9124 eV

Question: Which value of E does entry 4 give?
Answer: -37796.4859 eV

Question: Which value of E does entry 6 give?
Answer: -19711.9124 eV